Below is C21H73INbO13 as an isolated structure, with properties calculated with the ωB97M-V functional and the def2-TZVPD basis.

The calculation puts the HOMO energy at -4.19 eV. As for the spin multiplicity: 1. The net charge is -1. For the LUMO energy, the calculation gives 2.02 eV.

```
109
Properties=species:S:1:pos:R:3:forces:R:3:lowdin_charge:R:1
C 2.81576 -1.37974 -0.93645 0.6970 -0.5377 -0.2184 -0.102
C 2.54908 -2.88476 -1.23648 -0.4978 0.1664 -0.1892 -0.242
C 1.08951 -3.13850 -1.78540 0.8165 -0.1966 1.1539 -0.250
C 0.34810 -4.07642 -0.79381 -0.5851 -0.7725 -0.7281 -0.370
C -1.20090 -4.16087 -1.01015 0.9669 1.0614 0.0965 -0.428
Nb -2.25251 -2.16935 -0.49048 -0.4558 -0.4485 0.1436 1.274
C -3.03061 -0.06608 -0.06184 1.4698 0.8792 -0.6651 -0.496
C -2.18862 0.93368 -0.95390 -1.5277 -1.1924 -0.4333 -0.851
C -3.06845 1.77636 -1.93687 0.5940 -0.1980 0.5617 -0.180
I -0.97926 2.18249 0.38440 0.0718 0.1776 -0.5256 0.815
H 2.49244 -1.11759 0.07967 -0.2815 0.0648 -0.4254 0.051
H 3.90288 -1.16688 -0.96974 -0.4068 -0.0604 -0.0401 0.064
H 2.32613 -0.74850 -1.69231 0.0695 -0.0904 0.3791 0.044
H 2.65772 -3.42290 -0.27709 0.0735 0.0137 -0.4773 0.090
H 3.27524 -3.30073 -1.95046 -0.0578 0.3729 0.4202 0.063
H 1.10854 -3.62710 -2.77688 -0.0021 0.2670 0.2654 0.095
H 0.62919 -2.14696 -1.88919 -0.3137 -0.5018 -0.0023 0.044
H 0.76235 -5.09978 -0.97948 0.0544 0.4501 0.1877 0.090
H 0.59910 -3.85188 0.25701 -0.1862 0.2671 -0.4081 0.075
H -1.37726 -4.47198 -2.05571 -0.1967 0.0060 0.4356 0.016
H -1.63500 -4.89043 -0.29485 0.0589 0.2591 -0.4119 0.015
H -2.35713 -2.69487 1.26641 -0.0622 -0.2337 -0.0404 -0.129
H -3.91169 -2.86652 -0.75513 -0.5777 -0.2490 0.3829 -0.158
H -2.09548 -1.76575 -2.28506 -0.0147 0.0836 -0.4708 -0.122
H -0.56328 -1.51058 -0.11954 0.1224 0.2017 0.5138 -0.094
H -4.11520 0.04174 -0.22967 0.3833 0.0951 0.1557 0.022
H -2.76754 0.16144 0.98444 -0.5573 -0.5433 -0.2375 -0.038
H -1.49348 0.35042 -1.57772 0.2720 0.6080 0.5902 -0.019
H -4.06500 1.32058 -2.04853 0.3330 0.1538 0.2424 0.065
H -2.60183 1.75829 -2.93364 -0.1105 0.4477 0.3228 0.066
H -3.14886 2.79137 -1.51373 -0.2110 -0.2473 -0.5752 0.028
C 2.79280 0.31567 -4.71852 -0.0338 0.1250 0.3682 -0.153
O 1.50283 0.34660 -4.11570 -0.0286 0.0464 -0.3120 -0.132
H 2.69438 -0.08508 -5.72581 -0.0953 -0.0192 0.0524 0.078
H 3.20503 1.32685 -4.77191 0.1517 -0.0730 -0.1242 0.059
H 3.46307 -0.32731 -4.13993 0.1011 -0.0112 -0.1356 0.073
H 1.60797 0.69987 -3.22977 -0.1069 -0.0664 0.1535 0.054
C 0.16829 4.22047 3.79571 0.3095 -0.1283 -0.0481 -0.145
O 0.87710 4.20820 2.55614 -0.1275 0.1443 -0.0550 -0.191
H -0.58374 5.00875 3.75464 0.0229 -0.0273 -0.1475 0.072
H -0.32585 3.26064 3.95360 -0.1271 0.0937 0.1621 0.063
H 0.85930 4.42050 4.61722 -0.1792 -0.0364 0.1003 0.060
H 1.53533 3.50973 2.60847 0.0500 -0.0616 0.0696 0.060
C 2.79443 4.11058 7.65586 0.2055 0.0751 -0.2538 -0.154
O 2.59852 4.34330 6.26590 -0.1507 -0.0221 0.1990 -0.129
H 1.83376 3.85875 8.09971 -0.0100 0.0115 -0.0864 0.077
H 3.48787 3.27884 7.80666 -0.0415 -0.0022 0.1628 0.075
H 3.18822 5.00917 8.13915 -0.0260 -0.0717 0.1521 0.074
H 3.45235 4.56320 5.88955 0.0610 0.0225 -0.1470 0.074
C 1.52165 -0.01777 2.97264 -0.2384 -0.0010 -0.2264 -0.146
O 0.87310 1.15698 3.45094 0.1975 0.1802 0.2997 -0.181
H 1.94405 -0.54746 3.82545 -0.0337 0.0827 0.0416 0.075
H 0.80267 -0.66712 2.46570 0.1217 -0.0645 -0.0464 0.075
H 2.32675 0.25082 2.28400 0.0488 -0.1420 -0.0285 0.070
H 0.50472 1.61151 2.68325 -0.2635 -0.2130 -0.0773 -0.056
C 0.41365 7.36983 2.06322 -0.1700 -0.0581 0.2737 -0.159
O -0.32277 8.23480 2.92890 0.0710 0.2590 -0.1775 -0.133
H 0.77821 7.95565 1.22132 -0.0676 0.0753 0.0675 0.077
H 1.26268 6.93912 2.59756 0.0207 -0.1214 -0.1765 0.072
H -0.23140 6.57048 1.69352 0.1939 -0.0829 -0.0944 0.074
H -0.63547 7.70355 3.66246 -0.0536 -0.0524 0.0975 0.057
C -1.94730 -3.69177 4.64346 0.2620 -0.1401 -0.2272 -0.167
O -1.29198 -3.67207 3.38455 -0.0487 0.0929 0.2901 -0.166
H -2.71078 -2.91612 4.64091 0.0411 0.0064 -0.0985 0.075
H -2.42370 -4.66363 4.80960 -0.0843 0.0539 0.1616 0.070
H -1.23289 -3.48983 5.44933 -0.1382 0.0082 0.1458 0.066
H -0.62234 -4.35853 3.39618 0.0844 -0.0694 -0.1074 0.065
C 4.89125 -5.34426 -3.94214 -0.3701 0.0867 -0.0599 -0.157
O 4.20443 -4.10227 -3.86333 0.4203 -0.0604 -0.2403 -0.134
H 5.92808 -5.18400 -3.64901 -0.0415 0.0694 0.0305 0.080
H 4.43725 -6.07324 -3.26628 0.1381 -0.1175 -0.0403 0.082
H 4.86130 -5.72488 -4.96862 0.1072 -0.1937 0.0535 0.076
H 3.29246 -4.25860 -4.12291 -0.1310 0.1312 0.0610 0.079
C 1.79135 4.30257 -5.47706 -0.0643 -0.1759 0.2618 -0.156
O 2.73426 3.85940 -4.50816 0.1213 0.1305 -0.1535 -0.135
H 2.33809 4.68055 -6.33886 0.0627 -0.0228 0.0625 0.075
H 1.15441 3.47180 -5.79216 -0.0630 0.0925 -0.0962 0.078
H 1.17293 5.10460 -5.06495 -0.0670 0.0196 -0.1458 0.074
H 2.23507 3.52988 -3.75758 -0.0118 -0.0571 0.1023 0.070
C -4.50757 -4.44095 -4.57199 -0.2113 0.0580 0.4140 -0.175
O -4.34613 -4.09256 -3.20599 0.2013 -0.1716 -0.4399 -0.178
H -3.53306 -4.39219 -5.05408 0.0102 0.0316 0.0746 0.075
H -4.90170 -5.45906 -4.66283 0.0143 -0.0081 -0.2102 0.068
H -5.18672 -3.73885 -5.06657 0.0348 -0.0757 -0.1865 0.070
H -5.20884 -4.13687 -2.79078 -0.0082 0.1153 0.2687 0.056
C -4.03535 0.50659 3.99664 -0.3878 -0.0615 -0.3816 -0.159
O -4.46718 -0.34871 2.94409 0.1393 -0.0737 0.1678 -0.138
H -2.98917 0.30710 4.18900 -0.0365 -0.0810 -0.0537 0.051
H -4.15444 1.55523 3.70397 0.0694 0.0565 0.1524 0.077
H -4.61143 0.30814 4.90620 0.1413 0.1178 0.1226 0.073
H -5.39295 -0.16843 2.77497 -0.0913 0.0082 -0.1091 0.069
C -6.31493 4.06474 -2.42358 0.2911 0.0207 0.2922 -0.164
O -6.35445 3.82400 -1.02229 -0.2887 0.0124 -0.1125 -0.128
H -7.28171 3.79954 -2.84711 -0.0038 -0.0167 0.0976 0.075
H -6.11656 5.12353 -2.61504 -0.0247 -0.0318 -0.2057 0.074
H -5.53838 3.45149 -2.88865 -0.0525 0.0644 -0.1554 0.065
H -5.49620 4.06044 -0.66483 0.1039 -0.0860 0.0957 0.066
C 7.69245 -3.98578 -6.54563 -0.3459 0.0033 0.2002 -0.167
O 6.38406 -3.43468 -6.60030 0.1742 -0.0533 -0.1477 -0.121
H 8.25926 -3.60934 -7.39489 -0.0626 0.0234 -0.0005 0.074
H 8.19234 -3.68514 -5.62028 0.1537 -0.0752 -0.0540 0.076
H 7.64771 -5.07774 -6.60107 0.1856 -0.0153 -0.0079 0.073
H 5.89808 -3.77523 -5.84364 -0.1885 0.1747 0.0705 0.036
C -1.45693 0.31225 7.42906 0.1656 0.0986 -0.3748 -0.152
O -1.78340 0.57103 6.07071 0.0328 0.0166 0.3828 -0.134
H -2.37226 0.05415 7.95829 -0.0196 0.0091 -0.0659 0.076
H -0.75568 -0.52431 7.49768 -0.0070 -0.0026 0.1769 0.074
H -1.01528 1.20101 7.88981 0.0079 -0.0748 0.1670 0.071
H -0.96592 0.79665 5.61587 0.0450 -0.0021 -0.2439 0.067
```
Positions in Å, forces in eV/Å.